Record 1
C6H14ClEuIO3P | ωB97M-V/def2-TZVPD

Element x y z (Å)
C  -3.794  2.863  -5.899
C  -3.593  1.760  -4.892
H  -4.625  2.585  -6.555
H  -2.909  3.010  -6.522
H  -4.048  3.807  -5.415
O  -4.216  0.724  -4.819
I  -1.983  1.973  -3.326
Eu  -0.659  0.873  -0.376
P  1.388  -0.942  -1.477
C  1.829  -2.738  -1.555
C  1.102  -0.663  -3.284
H  3.097  0.805  -1.453
H  3.690  -0.726  -2.210
H  3.568  -0.559  -0.421
C  3.115  -0.290  -1.384
H  0.959  0.408  -3.484
H  1.972  -1.050  -3.826
H  2.576  -2.882  -2.353
H  0.929  -3.347  -1.756
H  0.186  -1.172  -3.614
H  2.238  -3.062  -0.581
C  -0.640  -1.859  0.582
O  -0.467  -2.838  1.159
Cl  0.920  2.685  -1.138
O  0.931  0.664  1.860
H  1.393  -0.212  1.816
H  1.676  1.326  1.810

Properties
- spin multiplicity = 7
- ⟨S²⟩ = 12.17
- energy above the lowest of the compared OMol25 structures with the same formula, charge and spin (kcal per mole) = 19.2
- net charge = +2
- highest occupied orbital energy (alpha / beta) (eV) = -16.0 / -16.0
- lowest unoccupied orbital energy (alpha / beta) (Eh) = -0.4176 / -0.2890
- frontier orbital gap (alpha / beta) (eV) = 4.5917 / 8.1033

Here are the natural (NBO) charges for atoms 1 to 5, given in e: number 1, C, carries -0.74; number 2, C, carries 0.59; number 3, H, carries 0.29; number 4, H, carries 0.28; number 5, H, carries 0.28

Record 2
C4H12N2O2 | ωB97M-V/def2-TZVPD

Element x y z (Å)
C  0.496  -0.845  0.807
N  -0.837  -0.405  0.327
C  -1.659  -1.557  -0.051
C  -0.799  0.774  -0.357
O  0.038  1.637  -0.191
C  -1.942  1.141  -1.367
N  -2.430  2.497  -1.141
H  1.245  -1.015  0.025
H  0.327  -1.775  1.354
H  0.959  -0.188  1.533
H  -1.026  -2.412  -0.274
H  -2.321  -1.792  0.785
H  -2.265  -1.395  -0.947
H  -2.780  0.446  -1.305
H  -1.501  1.102  -2.358
H  -3.235  2.494  -0.526
H  -1.700  2.980  -0.621
O  5.803  -2.440  1.481
H  6.647  -2.286  1.090
H  5.932  -2.248  2.418

Properties
- energy above the lowest of the compared OMol25 structures with the same formula, charge and spin (kcal per mole) = 41.1
- SMILES = CN(C)C(=O)CN.O
- highest occupied orbital energy (eV) = -9.1
- lowest unoccupied orbital energy (Eh) = 0.0312
- frontier orbital gap (eV) = 9.9434

Here are the natural (NBO) charges for atoms 1 to 5, given in e: number 1, C, carries -0.42; number 2, N, carries -0.44; number 3, C, carries -0.41; number 4, C, carries 0.67; number 5, O, carries -0.63

Record 3
C14H29P2Sr | ωB97M-V/def2-TZVPD

Element x y z (Å)
C  -2.975  -1.151  -2.285
C  -3.090  -0.614  -3.649
C  -2.990  0.855  -3.653
C  -3.001  1.282  -2.280
C  -2.714  0.300  -1.257
Sr  -0.755  0.274  -2.846
P  0.009  -2.420  -2.175
H  -3.095  -2.252  -2.039
H  -3.187  -1.170  -4.621
H  -3.169  1.581  -4.485
H  -2.885  0.638  -0.184
H  -3.108  2.384  -2.057
H  1.449  -2.496  -2.172
H  -0.251  -3.360  -3.208
H  -0.250  -3.256  -1.044
C  3.407  -0.087  -0.156
C  2.392  -0.827  0.723
C  2.831  -0.923  2.181
P  0.618  -0.160  0.380
C  -0.501  -0.924  1.707
C  -0.504  -0.162  3.053
C  -1.950  -1.088  1.270
C  0.573  1.672  0.684
C  1.488  2.158  1.817
C  0.795  2.489  -0.607
H  3.518  0.971  0.118
H  3.150  -0.158  -1.223
H  4.384  -0.562  -0.024
H  2.205  -1.846  0.308
H  2.892  0.066  2.651
H  2.187  -1.560  2.797
H  3.836  -1.368  2.212
H  -0.042  -1.929  1.843
H  -0.824  0.891  2.934
H  -1.217  -0.663  3.739
H  0.485  -0.190  3.531
H  -2.097  -1.742  0.407
H  -2.567  -1.455  2.102
H  -2.357  -0.119  1.002
H  -0.469  1.829  1.000
H  2.559  2.077  1.529
H  1.292  3.232  2.041
H  1.358  1.608  2.769
H  -0.170  2.603  -1.200
H  1.147  3.532  -0.354
H  1.591  2.041  -1.279

Properties
- net charge = -1
- highest occupied orbital energy (alpha / beta) (eV) = 0.2 / 0.2
- lowest unoccupied orbital energy (alpha / beta) (Eh) = 0.0974 / 0.0974
- frontier orbital gap (alpha / beta) (eV) = 2.4203 / 2.4198

Here are the natural (NBO) charges for atoms 1 to 5, given in e: number 1, C, carries -0.42; number 2, C, carries -0.37; number 3, C, carries -0.55; number 4, C, carries -0.34; number 5, C, carries -0.54

Record 4
C5H12N2O | ωB97M-V/def2-TZVPD

Element x y z (Å)
C  0.431  1.031  2.179
C  0.391  1.075  0.648
C  -0.652  0.134  0.050
N  -2.040  0.594  0.209
C  -0.368  -0.276  -1.387
N  0.161  -1.610  -1.594
C  1.486  -1.888  -1.632
O  2.340  -1.038  -1.476
H  0.980  1.872  2.591
H  1.051  0.235  2.490
H  -0.550  1.029  2.644
H  0.277  2.100  0.293
H  1.359  0.712  0.322
H  -0.598  -0.767  0.662
H  -2.148  1.584  0.043
H  -2.354  0.381  1.142
H  0.296  0.412  -1.896
H  -1.293  -0.265  -1.961
H  -0.482  -2.374  -1.480
H  1.713  -2.941  -1.849

Properties
- energy above the lowest of the compared OMol25 structures with the same formula, charge and spin (kcal per mole) = 23.8
- SMILES = CC[C@@H](N)CNC=O
- highest occupied orbital energy (eV) = -9.3
- lowest unoccupied orbital energy (Eh) = 0.0346
- frontier orbital gap (eV) = 10.2879

Here are the natural (NBO) charges for atoms 1 to 5, given in e: number 1, C, carries -0.61; number 2, C, carries -0.42; number 3, C, carries -0.06; number 4, N, carries -0.84; number 5, C, carries -0.24

Record 5
C14H27ClNO | ωB97M-V/def2-TZVPD

Element x y z (Å)
C  -2.160  0.678  1.091
C  -0.881  1.503  0.754
C  0.160  0.814  -0.201
C  0.776  1.963  -1.088
C  -0.177  2.471  -2.213
C  -0.737  3.903  -1.969
Cl  0.566  5.143  -1.795
C  1.353  0.260  0.658
C  1.069  -1.059  1.444
C  0.849  -0.643  2.965
C  2.367  -1.928  1.414
N  -0.158  -1.762  1.039
O  -0.285  -2.911  1.583
C  -0.403  -1.769  -0.411
C  -1.848  -2.359  -0.630
C  0.548  -2.720  -1.212
C  -0.404  -0.352  -1.075
H  -2.683  0.390  0.166
H  -1.990  -0.161  1.784
H  -2.851  1.368  1.623
H  -1.223  2.470  0.345
H  -0.399  1.746  1.724
H  1.653  1.502  -1.587
H  1.125  2.763  -0.411
H  -1.027  1.807  -2.436
H  0.433  2.547  -3.135
H  -1.325  4.174  -2.866
H  -1.442  3.935  -1.124
H  2.212  0.145  -0.037
H  1.655  1.075  1.343
H  1.755  -0.906  3.545
H  0.698  0.439  3.093
H  0.022  -1.212  3.419
H  2.823  -1.822  0.407
H  2.200  -3.006  1.563
H  3.136  -1.568  2.118
H  -1.945  -2.471  -1.730
H  -2.637  -1.675  -0.287
H  -1.958  -3.369  -0.210
H  1.561  -2.297  -1.321
H  0.126  -2.892  -2.215
H  0.576  -3.685  -0.671
H  -1.397  -0.103  -1.495
H  0.265  -0.424  -1.961

Properties
- spin multiplicity = 2
- ⟨S²⟩ = 0.75
- highest occupied orbital energy (alpha / beta) (eV) = -8.5 / -9.7
- lowest unoccupied orbital energy (alpha / beta) (Eh) = 0.0249 / 0.0051
- frontier orbital gap (alpha / beta) (eV) = 9.2167 / 9.7925

Here are the natural (NBO) charges for atoms 1 to 5, given in e: number 1, C, carries -0.62; number 2, C, carries -0.41; number 3, C, carries -0.01; number 4, C, carries -0.39; number 5, C, carries -0.43